No. 1
A molecular structure, C17H17F3NO3S2 in a non-equilibrium geometry, computed with the ωB97M-V functional and the def2-TZVPD basis.

Atoms and positions in Å:
O1 3.654197 0.921150 -4.095627
H1 1.143236 -2.500313 -1.234393
C1 2.384343 0.592019 -1.853364
F1 -1.197991 -0.136354 -6.031028
C2 0.158881 -0.211032 -6.185750
C3 1.292563 -0.851417 0.179411
O2 2.599786 2.939422 -3.030173
H2 -4.579653 -2.372673 4.152611
H3 1.796063 -1.119837 4.570291
H4 2.075671 -1.137270 -3.093334
H5 1.910795 -1.744283 2.915778
H6 0.807205 -1.418652 0.966778
C4 1.687567 0.475345 0.401429
H7 -0.968868 1.263207 -3.609006
C5 -2.724969 -1.731766 3.288792
F2 0.605877 -1.376316 -5.654527
C6 0.485335 -0.145410 3.155236
H8 0.015256 1.273176 -2.096868
C7 2.308933 1.198355 -0.606681
H9 -2.309111 -2.729526 3.134864
C8 1.468228 -1.468937 -1.054500
S1 2.608638 1.528699 -3.313601
H10 -1.775603 1.517599 2.759568
C9 -1.897592 -0.633614 2.934526
H11 -4.006756 1.924126 3.801602
C10 -3.652718 0.899108 3.637173
H12 2.612532 -0.139220 3.304029
N1 1.053042 1.007826 -3.850508
C11 -3.981262 -1.517768 3.847938
C12 -0.568914 -0.916157 2.548561
H13 -0.019945 2.699549 -3.200192
O3 0.388546 1.087002 3.344008
C13 -4.446733 -0.196194 4.017604
H14 2.624114 2.225488 -0.443276
H15 -5.417268 -0.019430 4.488217
S2 0.980072 1.262799 -5.542091
C14 -0.049870 1.606999 -3.139353
H16 1.492257 1.001404 1.334041
H17 -0.408372 -1.959125 2.289063
C15 1.787945 -0.832201 3.507651
C16 -2.407431 0.687019 3.074671
C17 2.020501 -0.737205 -2.091462
F3 0.451491 -0.215604 -7.528092

Forces on atoms 1 to 6 (eV/Å):
-0.836 0.582 -0.372
0.146 0.432 0.208
0.575 -0.082 0.150
1.181 -0.567 -0.302
0.283 -0.316 -0.058
0.032 -0.106 0.160

- E_tot: -55359.560 eV
- Molar mass: 404.455 g/mol
- Charge: -1
- HOMO energy: -0.1069 Ha

Charges obtained by Löwdin population analysis, quoted in units of e: -0.30, 0.11, -0.33, 0.06, -0.81, -0.05, -0.29, 0.08, 0.08, 0.11, 0.06, 0.06, -0.03, 0.08, -0.08, 0.09, -0.57, 0.10, -0.05, 0.09, -0.05, 0.62, 0.10, -0.26, 0.09, -0.13, 0.07, -0.59, -0.13, -0.12, 0.09, -0.09, -0.15, 0.12, 0.07, 1.05, -0.14, 0.10, 0.07, -0.05, -0.05, -0.08, 0.05

---

No. 2
C6H11NO in the gas phase in a non-equilibrium geometry, computed with the ωB97M-V functional and the def2-TZVPD basis.

Atoms and positions in Å:
C1 0.465325 -0.124682 -0.986678
H1 3.219783 -0.924041 0.254532
C2 1.522196 -0.882971 1.235541
C3 0.747843 -1.243236 -0.017898
H2 1.360896 0.416497 -1.283347
H3 -1.368629 2.361367 0.704647
H4 1.216658 -2.149761 -0.439618
N1 -1.827449 0.598251 -1.349406
H5 1.026382 -0.033059 1.706878
H6 -3.119113 0.845890 0.289347
C4 -0.640652 0.804480 -0.571359
C5 -2.942970 0.660195 -0.772967
H7 0.177231 -0.560891 -1.952537
C6 -0.564475 1.697400 0.404366
H8 1.566050 -1.758021 1.890172
H9 -0.193079 -1.671548 0.371373
H10 -3.845898 0.504249 -1.365800
H11 0.369639 1.849349 0.930777
O1 2.830254 -0.389466 0.951976

Forces on atoms 1 to 6 (eV/Å):
0.152 -0.127 -1.355
0.043 -0.096 0.009
0.219 0.645 -0.539
-0.374 -1.308 1.153
0.290 0.241 0.534
-0.070 -0.159 -0.256

- E_tot: -9936.264 eV
- Molar mass: 113.160 g/mol
- HOMO energy: -0.3423 Ha

Charges obtained by Löwdin population analysis, quoted in units of e: -0.17, 0.08, -0.27, -0.20, 0.12, 0.06, 0.12, 0.03, 0.10, 0.08, -0.36, -0.05, 0.11, 0.06, 0.11, 0.12, 0.07, 0.06, -0.07

---

No. 3
C19H25N5O2 in the gas phase in a non-equilibrium geometry, computed with the ωB97M-V functional and the def2-TZVPD basis.

Atoms and positions in Å:
H1 -1.914318 2.543043 3.460943
C1 1.300602 1.528225 -1.082797
C2 2.223218 2.683086 -1.477897
H2 2.695806 0.408969 0.175238
C3 1.734299 -1.736880 -3.781689
N1 -1.657020 1.673400 3.007934
H3 0.124135 -3.861211 -0.843448
H4 0.474161 5.625193 -0.867823
H5 3.255224 2.401715 -1.253410
H6 1.673866 -4.261188 -0.068305
H7 1.496991 -1.536168 -5.894547
H8 -3.737247 -1.501391 3.645709
C4 -0.255204 -1.515860 -2.469427
C5 0.482801 -1.330860 0.589305
H9 -2.055202 -1.148527 -3.558107
H10 0.277765 -3.764112 0.919455
C6 -1.050172 -0.647299 1.910564
C7 0.799300 -3.611866 -0.020247
H11 1.817029 1.706691 0.990668
H12 -0.758528 -1.504161 -1.513900
C8 -0.990119 -1.312996 -3.625796
H13 1.667694 3.803896 0.285931
C9 0.679616 4.694923 -1.391074
C10 1.969854 -1.924606 -1.301310
H14 -2.283885 -2.529586 3.488316
H15 1.294942 0.770142 -1.868159
O1 0.099472 2.775136 2.070776
C11 1.880421 3.994550 -0.766171
H16 2.800902 -1.901961 -3.842025
C12 -2.909389 -1.783280 2.998241
H17 2.657207 -2.758938 -1.477344
N2 1.245152 -2.232523 -0.087819
H18 2.584908 -1.035818 -1.157148
C13 1.001336 -1.530326 -4.935160
C14 1.114045 -1.729860 -2.536882
H19 -0.939663 -1.157339 -5.759772
N3 -2.135109 -0.592598 2.731918
C15 1.727218 0.907866 0.251279
C16 -0.365420 -1.317943 -4.859838
H20 0.867533 4.922244 -2.439067
H21 2.743480 4.661634 -0.818542
H22 -3.281893 -2.195983 2.061082
H23 -0.209326 4.072548 -1.328507
N4 -0.586820 -1.739608 1.277584
H24 0.280246 1.898402 -0.976043
H25 2.155154 2.840383 -2.556647
O2 -3.426643 0.730263 4.058061
C17 -2.475595 0.606220 3.318342
C18 -0.267215 0.456998 1.619680
C19 -0.519774 1.733470 2.194769
N5 0.735865 -0.005612 0.771519

Forces on atoms 1 to 6 (eV/Å):
0.032 -0.173 -0.073
0.300 0.009 0.029
-0.128 0.006 0.137
-0.079 0.039 0.033
-0.046 0.006 0.109
-0.023 0.408 0.143

- E_tot: -31656.378 eV
- Molar mass: 355.442 g/mol
- HOMO energy: -0.2851 Ha

Charges obtained by Löwdin population analysis, quoted in units of e: 0.17, -0.16, -0.21, 0.12, -0.05, 0.21, 0.09, 0.07, 0.11, 0.09, 0.10, 0.09, -0.04, -0.31, 0.11, 0.08, -0.22, -0.05, 0.12, 0.11, -0.07, 0.09, -0.11, -0.12, 0.10, 0.09, 0.06, -0.26, 0.11, -0.01, 0.13, -0.09, 0.11, -0.08, -0.22, 0.10, 0.01, -0.12, -0.09, 0.07, 0.10, 0.09, 0.06, 0.19, 0.12, 0.11, 0.07, -0.48, -0.07, -0.40, 0.07